# 1
DFT (ωB97M-V/def2-TZVPD) results for the molecule C3N2S in a non-equilibrium geometry.

Summary:
E_tot = -16923.3604 eV
Energy above the lowest of the compared OMol25 structures with the same formula, charge and spin = 0.804 eV
Highest occupied orbital energy = -10.741 eV
F_max = 9.459 eV Å⁻¹
2S+1 = 1
SMILES = N#CC(=S)C#N

XYZ file:
```
6
Properties=species:S:1:pos:R:3:mulliken_charge:R:1
S 2.0550 -0.7544 -0.0323 -0.095
N -0.1594 2.2729 -0.0267 -0.289
N -1.8930 -1.4545 -0.0938 -0.335
C 0.2462 1.1673 -0.0139 0.299
C -0.7432 -0.9971 0.1151 0.310
C 0.4944 -0.2343 0.0517 0.111
```

=====

# 2
DFT (ωB97M-V/def2-TZVPD) results for the ion C3N3O2 with charge -1 in a non-equilibrium geometry.

Summary:
Total charge = -1
E_tot = -11676.3519 eV
Energy above the lowest of the compared OMol25 structures with the same formula, charge and spin = 1.537 eV
Highest occupied orbital energy = -6.121 eV
F_max = 8.697 eV Å⁻¹
2S+1 = 1
SMILES = N#CN(C#N)C(=O)[O-]

XYZ file:
```
8
Properties=species:S:1:pos:R:3:mulliken_charge:R:1
O 1.1561 -0.9101 -1.7263 -0.631
O -0.0339 -2.1204 -0.1625 -0.641
N 0.0209 0.2353 -0.0012 -0.050
N 1.0391 2.4729 -0.2653 -0.551
N -1.9341 -0.0573 1.9690 -0.442
C 0.4356 -1.1364 -0.7484 0.594
C -1.1736 0.0833 1.1486 0.205
C 0.4899 1.4327 -0.2139 0.517
```

=====

# 3
DFT (ωB97M-V/def2-TZVPD) results for a cluster of 3 separate species, C3O4 in total in a non-equilibrium geometry.

Summary:
E_tot = -11300.7014 eV
Energy above the lowest of the compared OMol25 structures with the same formula, charge and spin = 0.175 eV
Highest occupied orbital energy = -12.901 eV
F_max = 1.901 eV Å⁻¹
2S+1 = 1

XYZ file:
```
7
Properties=species:S:1:pos:R:3:mulliken_charge:R:1
O 3.9168 -0.4459 1.4050 -0.345
O -2.1402 1.4896 -1.3551 -0.083
O -4.5317 0.8642 -0.6649 -0.125
O 4.1527 -2.7049 1.1427 -0.338
C 4.0530 -1.5781 1.3034 0.683
C -1.5479 2.4384 -1.2250 0.065
C -3.9026 -0.0633 -0.6060 0.144
```

=====

# 4
DFT (ωB97M-V/def2-TZVPD) results for a structure of composition C3O4S in a non-equilibrium geometry.

Summary:
Total charge = -2
E_tot = -22132.9579 eV
Energy above the lowest of the compared OMol25 structures with the same formula, charge and spin = 2.696 eV
Highest occupied orbital energy = 1.507 eV
F_max = 5.186 eV Å⁻¹
2S+1 = 1

XYZ file:
```
8
Properties=species:S:1:pos:R:3:mulliken_charge:R:1
S -0.7174 0.7931 -0.5926 -0.332
O 0.6628 1.3908 1.9694 -0.396
O 0.4640 3.2012 0.6236 -0.429
O -0.6353 -2.0534 0.2662 -0.452
O 0.8178 -2.5483 -1.4901 -0.668
C 0.3618 2.0930 1.0362 0.190
C -0.9689 -1.0006 -0.9063 -0.617
C 0.0153 -1.8758 -0.9064 0.703
```

=====

# 5
DFT (ωB97M-V/def2-TZVPD) results for a structure of composition C3O9Zn2 in a non-equilibrium geometry.

Summary:
Total charge = -2
E_tot = -118367.1375 eV
Energy above the lowest of the compared OMol25 structures with the same formula, charge and spin = 0.000 eV
Highest occupied orbital energy = 1.125 eV
F_max = 11.277 eV Å⁻¹
2S+1 = 1

XYZ file:
```
14
Properties=species:S:1:pos:R:3:mulliken_charge:R:1
Zn -0.7898 -1.5121 -1.9163 0.568
Zn -0.4037 0.3794 0.4129 0.517
O 1.3302 0.9332 -0.7041 -0.553
O 0.9098 3.0110 1.5940 -0.665
O -1.4853 -1.4230 -0.0010 -0.883
O 1.0793 -0.6519 -2.2335 -0.725
O -0.4078 0.4850 -1.5720 -0.848
O 0.6681 1.0547 2.0783 -0.728
O -0.3430 -2.9667 -0.6681 -0.743
O -1.0320 1.9200 1.4916 -0.743
O 0.2590 -1.6397 0.8178 -0.549
C -0.6773 -2.3303 0.3799 1.232
C 0.8391 0.5016 -1.7793 1.218
C 0.0534 2.2386 2.0999 0.903
```

=====

# 6
DFT (ωB97M-V/def2-TZVPD) results for a structure of composition C3O9Zr3 in a non-equilibrium geometry.

Summary:
Total charge = +6
E_tot = -25277.4489 eV
Energy above the lowest of the compared OMol25 structures with the same formula, charge and spin = 0.000 eV
Highest occupied orbital energy = -27.745 eV
F_max = 7.429 eV Å⁻¹
2S+1 = 1

XYZ file:
```
15
Properties=species:S:1:pos:R:3:mulliken_charge:R:1
Zr 2.2369 0.4941 -2.4788 2.410
Zr 2.3698 -0.7538 3.1109 2.482
Zr -2.3433 0.9184 1.5435 2.437
O -0.7377 -0.5723 -5.5119 0.142
O -1.5677 -1.0101 4.3995 -0.193
O -0.7305 0.0770 0.4760 -0.510
O -1.0950 0.7753 3.1864 -0.602
O 1.4002 -0.2186 1.3129 -0.564
O 0.4334 -0.7339 3.8281 -0.485
O -1.1841 1.0813 -4.7023 0.058
O 0.7315 0.3556 -3.8970 -0.564
O 1.0366 -0.1281 -0.9308 -0.530
C -0.2559 0.2433 -4.7547 0.742
C 0.4935 -0.3616 0.2918 0.493
C -0.7876 -0.1665 4.1264 0.684
```

=====

# 7
DFT (ωB97M-V/def2-TZVPD) results for a cluster of 11 separate species, C40H101ClNO10PS2 in total.

Summary:
E_tot = -108562.1893 eV
Highest occupied orbital energy = -8.644 eV
F_max = 0.716 eV Å⁻¹
2S+1 = 1
SMILES = CCCCCCCCN(CCCCCCCC)C(=S)SCCCPCl.CCO.CCO.CCO.CCO.CCO.CCO.CCO.CCO.CCO.CCO

XYZ file:
```
156
Properties=species:S:1:pos:R:3:mulliken_charge:R:1
Cl -6.0474 3.9467 -2.5542 -0.314
S -0.5808 -0.9435 -3.4620 -0.173
S -0.9189 0.7248 -1.0189 -0.318
P -4.0732 3.8187 -1.9774 0.165
O -2.2416 0.3257 -6.3418 -0.604
O -4.3444 7.6146 -0.8036 -0.533
O -2.6745 -1.2786 4.5419 -0.242
O -6.5821 -4.3576 3.4261 -0.458
O 9.5467 -5.9661 6.0139 -0.506
O 5.2263 -2.4315 -2.6662 -0.477
O -0.7377 -4.4223 2.3233 -0.425
O -0.7357 6.2449 -4.2067 -0.444
O 3.6862 6.5546 -1.8099 -0.451
O 1.4437 2.9964 -4.1509 -0.379
N -0.3237 -1.7719 -0.9014 0.576
C -6.9854 -0.6046 0.9252 -1.110
C -4.4846 -1.2404 1.4142 0.616
C -2.1188 7.7378 -1.7957 0.170
C 0.8804 -2.5293 -1.2797 -1.476
C -2.2489 1.7465 -6.4198 -0.203
C 3.7082 -4.5863 0.0653 -0.788
C -1.5589 -0.4565 4.8760 -0.071
C -2.3791 -2.1770 0.4892 -0.189
C 6.1263 -3.0040 -4.8640 -1.208
C -2.9496 7.6671 -0.5277 -0.511
C 8.8529 -5.7632 7.2408 -0.185
C -1.0814 1.9042 -2.3722 -0.357
C 3.0246 -3.2130 -0.0799 -0.289
C 3.2734 4.5885 -4.4478 -1.271
C 5.7949 -4.4533 1.4864 -0.485
C -1.4917 -2.6510 -0.6630 -1.019
C 0.4759 -4.0037 4.3998 -1.335
C 1.8005 4.3831 -4.1564 0.035
C -3.8518 -1.9316 0.1954 -0.856
C 5.5859 -3.5014 -3.5370 -0.136
C -0.8566 2.3243 -6.2678 -0.497
C -3.6701 2.0355 -2.2495 -0.585
C -1.9732 0.7947 5.6262 -1.317
C 1.4791 -3.2640 -0.0769 0.113
C 4.3175 -4.8319 1.4543 -0.539
C -2.8940 6.2998 -5.3577 -1.398
C 9.2195 -4.4453 7.8971 -1.027
C -5.2741 -3.9923 5.4561 -0.814
C -2.4116 1.9369 -3.1145 1.351
C 6.4158 -4.5742 2.8810 -0.502
C 6.7505 -6.0211 3.2391 -0.995
C -6.6342 -3.9334 4.7847 -0.340
C -0.6074 -0.7543 -1.8429 -0.222
C -2.0234 5.6394 -4.3064 1.915
C 4.8111 8.7214 -1.7336 -1.115
C 3.5042 7.9652 -1.8807 -0.124
C -5.9706 -1.5158 1.6370 -0.776
C -7.8648 1.7764 1.0735 -1.481
C -0.8473 -3.9360 3.6600 0.371
C -6.6364 0.8855 0.8471 0.515
H 1.1849 4.8443 -4.9229 0.142
H -1.1923 -2.9097 3.5731 -0.179
H 4.6531 9.7974 -1.8163 0.334
H -8.7703 1.2650 0.7496 0.389
H -2.5199 5.6661 -3.3305 -0.502
H -1.6166 -4.5007 4.1975 0.274
H -6.1745 -1.5006 2.7074 0.175
H 4.2358 -5.8903 1.6994 0.380
H -2.6549 6.7946 0.0675 0.255
H -3.0672 7.3504 -5.1125 0.326
H -1.0789 -3.6156 -0.3774 0.507
H -5.8759 1.1393 1.5830 0.251
H -0.2805 1.6793 -3.0733 0.011
H 1.2372 -3.4322 3.8665 0.263
H -2.3767 2.8319 -3.7405 -1.141
H 10.4900 -5.9685 6.2015 0.283
H 3.3797 -2.7725 -1.0067 -0.113
H -7.0049 -2.9090 4.7624 0.287
H -0.1916 1.9519 -7.0480 0.399
H -4.1644 3.9277 -0.5683 0.066
H -5.3301 -3.6401 6.4871 0.351
H 3.5206 5.6495 -4.4632 0.273
H 3.5360 4.1475 -5.4112 0.367
H 5.5169 8.4109 -2.5042 0.285
H -7.9142 -0.6777 1.4925 0.516
H 0.6983 -3.2099 -2.1153 0.233
H 3.8012 -4.2248 2.1990 0.133
H 7.3257 -3.9810 2.9466 0.299
H -2.6997 2.0034 -7.3780 0.394
H 1.0927 -2.8042 0.8279 -0.088
H 7.7931 -5.7836 6.9902 0.280
H -2.5090 0.5299 6.5379 0.288
H -0.8589 7.1667 -3.9596 0.263
H -1.0537 7.7999 -1.5649 0.310
H -1.8398 4.5957 -4.5605 -0.869
H 6.4179 -3.8369 -5.5051 0.363
H -1.1041 1.3975 5.8927 0.402
H -2.4058 6.2622 -6.3322 0.369
H 5.6871 -4.1924 3.5983 0.274
H 4.7199 -4.1527 -3.6994 0.251
H 6.3431 -4.0756 -3.0046 0.291
H -4.5029 6.8297 -1.3381 0.283
H 3.0119 -5.3826 -0.1946 0.548
H -3.9652 -1.6608 2.2797 -0.720
H 4.5462 -1.9114 -3.1063 0.262
H -0.8850 2.8793 -1.9250 0.609
H 3.3561 -2.5897 0.7498 0.426
H 7.3171 -6.0882 4.1645 0.154
H -0.9059 -1.0740 5.4923 0.215
H -1.0108 -0.1902 3.9648 0.253
H 5.3724 -2.4154 -5.3920 0.344
H -7.8045 2.7036 0.5124 0.335
H -1.9641 -1.2338 0.8491 0.164
H 8.6590 -4.2981 8.8212 0.314
H -2.8954 2.1486 -5.6293 0.082
H -2.4945 1.0975 -3.8012 -0.157
H 0.8294 -5.0352 4.4740 0.420
H 2.7909 8.2861 -1.1136 0.247
H -3.5601 1.5555 -1.2785 -0.079
H -3.9844 -1.3016 -0.6889 0.158
H -2.3161 -2.8718 1.3234 0.090
H 3.8914 4.1100 -3.6846 0.356
H -7.2121 -1.0085 -0.0609 0.368
H -3.2623 -0.7626 3.9796 0.183
H 1.1880 -4.3114 -0.1221 0.383
H -3.8623 5.8030 -5.4317 0.370
H -7.9918 2.0096 2.1290 0.343
H 9.0544 -6.5964 7.9227 0.266
H -2.2870 6.8501 -2.4103 -0.685
H -7.3597 -4.5420 5.3354 0.320
H 6.9948 -2.3648 -4.7036 0.291
H -6.1566 -2.5352 1.3050 0.369
H -4.8947 -5.0175 5.4660 0.333
H -2.6395 1.4077 5.0147 0.340
H -4.5124 1.5677 -2.7510 0.604
H 5.8437 -6.6170 3.3171 0.302
H 5.2681 8.5174 -0.7624 0.335
H -2.0568 -2.8136 -1.5845 0.444
H 4.0667 6.3461 -0.9512 0.248
H 4.5204 -4.6337 -0.6613 0.149
H -2.7976 8.5561 0.0830 0.357
H 0.3802 -3.6036 5.4104 0.387
H -4.3828 -2.8679 0.0213 0.467
H -4.5520 -3.3766 4.9181 0.088
H 1.6099 -1.8034 -1.6340 0.874
H 5.9197 -3.4330 1.1197 0.365
H -6.2442 1.1147 -0.1432 -0.190
H -4.2377 -0.1778 1.4007 0.544
H 10.2851 -4.4160 8.1362 0.318
H -1.7939 0.1164 -5.5150 0.209
H -0.4257 2.0369 -5.3092 0.017
H -2.4022 8.6108 -2.3849 0.336
H -0.8740 3.4150 -6.3185 0.156
H 9.0076 -3.6152 7.2229 0.272
H 1.9478 2.5621 -3.4558 0.242
H 6.3394 -5.1174 0.8117 0.293
H 1.5337 4.8321 -3.1969 0.199
H 7.3696 -6.4503 2.4510 0.310
H 3.0580 8.1583 -2.8557 0.263
H -6.2702 -5.2673 3.4093 0.279
H -0.4552 -5.3415 2.3469 0.273
```

=====

# 8
DFT (ωB97M-V/def2-TZVPD) results for a cluster of 13 separate species, C40H102BN6O26 in total in a non-equilibrium geometry.

Summary:
Total charge = -1
E_tot = -105986.5485 eV
Energy above the lowest of the compared OMol25 structures with the same formula, charge and spin = 0.000 eV
Highest occupied orbital energy = -6.907 eV
F_max = 3.185 eV Å⁻¹
2S+1 = 1

XYZ file:
```
175
Properties=species:S:1:pos:R:3:mulliken_charge:R:1
O -2.8354 -4.3997 -4.6727 -0.636
O -3.4700 -0.7587 -1.3620 -0.409
O 0.1625 0.6939 0.6806 -0.998
O -4.4213 4.0612 -3.3773 -0.593
O -1.7811 2.8042 -3.5740 0.586
O 0.5778 -1.5631 0.4525 -0.556
O -5.4802 -5.2308 -3.9347 -0.620
O 0.3334 2.5628 -5.6758 -0.743
O 1.1075 1.0368 2.6753 -0.787
O 3.3772 -0.4551 -6.3037 -0.512
O -4.5815 3.5408 -0.5432 -0.730
O 1.7841 5.1088 -3.2611 -0.194
O -4.8888 -4.9298 0.4216 -0.339
O -5.6188 2.4146 1.8405 -0.607
O 1.6184 -0.8216 6.1083 -0.059
O 1.7150 -1.9040 2.3633 -0.538
O -1.4271 -0.3292 -3.3192 -0.538
O 1.3745 -6.7334 3.6559 -0.541
O -4.6756 -0.2923 -6.0726 -0.479
O 5.4217 4.9390 3.4451 -0.335
O -0.4423 -6.1480 1.6094 -0.702
O 7.3441 -3.2533 4.7466 -0.392
O 0.2116 -0.9242 -6.7108 -0.516
O -1.7262 -0.6909 0.0760 0.284
O -0.0494 -0.2624 -1.5165 0.705
O 2.7028 -0.0496 -2.7760 -0.575
N -5.4105 2.0303 -4.7762 -0.740
N -2.2498 -4.4276 0.3233 -0.705
N 3.6955 4.2743 -0.2675 -0.685
N -0.2023 1.2680 5.3492 -0.575
N 6.3318 -0.0639 3.2045 -0.750
N 3.8150 1.7330 2.8590 -0.707
C -3.7679 -3.5451 -4.0192 0.722
C 7.3985 -1.9994 4.0831 -0.925
C -2.9098 -4.1294 1.6099 1.219
C 3.5953 -0.7392 -4.9029 -0.726
C 0.5330 -5.1550 2.0013 0.476
C -3.2072 4.7548 -3.2763 -0.876
C 1.8491 2.9477 -1.2001 -0.575
C 0.7835 0.3301 1.7500 1.227
C -4.8238 0.8783 -4.0400 3.590
C -4.6974 -4.3522 -3.1446 -0.457
C 2.8739 4.0165 -1.4549 0.268
C 1.0926 -1.2191 1.6248 0.304
C -4.6732 -6.3321 0.6197 -0.690
C -2.3819 -2.8037 2.1790 -1.404
C 1.7599 -0.3841 7.4294 -0.946
C -3.8765 0.1597 -5.0072 0.003
C -1.2133 -0.2698 -2.1489 0.296
C 2.4443 -0.0585 -4.1788 0.263
C -4.4757 1.8654 1.2126 -0.368
C 7.3525 -3.1299 6.1547 -0.598
C -4.4779 2.1464 -0.2563 1.310
C -0.0809 1.2029 -5.7404 1.157
C -2.0677 -0.2678 5.3143 -1.341
C 0.7898 0.4078 -6.6712 -0.167
C 1.0007 6.1877 -3.7534 -0.808
C 6.0908 5.6233 4.4865 -0.749
C 5.2436 3.5487 3.7165 -1.076
C -0.7049 -0.0028 5.9172 0.571
C -2.3233 -0.5853 -1.0950 -0.090
C 2.3155 5.3326 -1.9662 -0.956
C 2.8449 3.3479 4.4928 -1.384
C 0.2829 -1.1423 5.7261 -0.235
C 4.8825 -1.9023 4.0155 -0.984
C 3.8238 3.1457 3.3212 1.184
C -5.8822 0.0000 -3.4178 -1.688
C 6.1830 -1.0834 4.2446 0.333
C -2.0233 3.9285 -2.6999 0.813
C 1.7032 -5.8920 2.5768 -0.484
C -4.4251 -4.1707 1.5344 -1.003
C -3.8702 -0.5795 -7.2048 -0.707
B -0.2523 -0.5001 -0.0931 0.657
H 2.7935 -0.1675 7.6987 0.256
H 8.3560 -1.5469 4.3701 0.442
H 4.7725 -2.1368 2.9532 0.210
H 8.2138 -2.5323 6.4712 0.300
H 3.0944 4.2231 5.0934 0.435
H -4.2507 0.8042 1.3154 0.020
H 3.5539 -1.8246 -4.8335 0.263
H 5.5979 0.6374 3.2548 0.348
H -3.7333 1.7027 -0.9247 -0.777
H -5.5216 1.7068 -5.7385 0.268
H -2.2761 -3.7732 -5.1474 0.355
H -1.3927 -2.4798 1.8636 -0.277
H -3.2395 -2.8559 -3.3401 -0.314
H 3.9885 3.3949 0.1542 0.245
H 0.9165 0.8257 -7.6729 0.348
H -0.2306 1.0322 4.3553 0.191
H 6.8557 5.0087 4.9664 0.320
H -4.5035 3.6563 -1.4978 0.259
H 1.9601 0.3769 -2.3378 0.005
H -4.2427 -4.9619 -2.3564 0.215
H 2.3223 0.9471 -4.5905 0.374
H 3.9338 -1.4518 4.3028 0.179
H -1.7038 -3.6318 0.0148 0.069
H -4.2752 -2.8736 -4.7206 0.105
H 0.7281 -4.6836 1.0333 0.110
H 1.4602 -1.1924 8.1103 0.342
H -4.8427 -3.1707 1.3802 0.359
H 3.0772 4.6108 0.4732 0.303
H 0.0176 -1.9067 6.4706 0.457
H 0.1269 -4.4167 2.6994 -0.124
H 4.5333 -0.3455 -4.5105 0.398
H -3.2621 5.7044 -2.7407 0.408
H 3.5846 3.7057 -2.2277 0.193
H -2.6048 -1.0818 5.8163 0.465
H -4.9034 -4.6490 2.3982 0.307
H 1.0002 -1.4662 -6.8259 0.320
H -1.0964 1.3363 -6.1414 0.468
H 1.3083 2.6574 -2.1100 -0.213
H -3.2919 0.2861 -7.5414 0.306
H 1.8041 3.4425 4.1746 0.240
H 1.5164 -0.6092 -4.3607 -0.012
H -2.4566 3.4419 -1.8185 -0.330
H -2.0413 -0.5695 4.2619 -0.064
H 0.5025 -7.0981 3.4610 0.342
H 2.3176 2.0240 -0.8544 0.382
H -4.9578 -6.7509 -0.3453 0.225
H 2.1805 -6.4555 1.7639 0.300
H 1.4836 5.6751 -1.3297 0.379
H 1.5180 7.1484 -3.7080 0.373
H -1.2097 -5.6743 1.2174 0.345
H -2.8716 5.0594 -4.2734 0.387
H 6.2151 -0.6112 2.3580 0.323
H 5.4818 3.3297 4.7680 0.488
H 6.0016 -0.5890 5.2043 0.360
H 1.0426 3.2000 -0.5059 0.358
H -6.4861 -0.4859 -4.1885 0.440
H 0.7811 1.4885 5.4390 0.199
H 6.5499 6.5601 4.1761 0.258
H 6.0182 2.9251 3.2578 0.360
H -3.1676 -1.3878 -6.9875 0.221
H -6.6199 0.4986 -2.7795 0.406
H -5.2832 -6.7326 1.4314 0.349
H 2.8071 2.4350 5.0940 0.273
H -3.3405 -0.6381 -4.4840 0.043
H -2.3069 -2.8429 3.2728 0.588
H -2.9908 -1.9029 2.0534 0.197
H -0.1563 2.9456 -4.9406 0.173
H 5.3793 5.8924 5.2754 0.293
H -4.3035 1.4306 -3.2482 -2.042
H 6.4116 -2.6515 6.4477 0.213
H -0.9266 0.2698 6.9552 0.282
H -1.0691 4.3944 -2.4850 -0.192
H -2.4157 2.1050 -3.3975 -0.521
H 0.2568 -1.5054 4.7018 -0.285
H -6.3785 2.1937 -4.5125 0.251
H 3.6397 1.3182 3.7742 0.241
H -4.5468 3.5724 -4.2303 0.373
H 2.9196 1.5196 2.3992 0.089
H 7.5198 -2.2189 3.0201 0.326
H 0.7987 5.9802 -4.8023 0.202
H 1.7876 0.3069 -6.2330 -0.273
H -5.4697 -0.7352 -2.7236 0.122
H 4.0481 0.1705 -6.5891 0.268
H -5.0412 -6.0088 -4.2754 0.335
H -5.6427 3.3232 1.5137 0.360
H -3.6218 -6.5800 0.7780 0.280
H -4.4927 -0.8605 -8.0533 0.347
H -3.0320 -4.4809 -0.3283 0.125
H -2.7995 0.5343 5.4146 0.419
H 7.3829 -4.1278 6.5867 0.231
H -3.0679 0.8838 -5.1724 0.047
H 3.0507 6.1421 -2.0006 0.450
H 0.0039 0.8362 -4.7136 -0.995
H 1.1871 0.5107 7.6901 0.330
H 5.0678 -2.8219 4.5790 0.431
H 2.4832 -5.1657 2.8178 0.256
H 0.0711 6.1933 -3.1820 0.299
H 3.6347 3.8828 2.5368 -0.240
H -5.3684 -3.7013 -2.5811 0.302
H -3.6141 2.4113 1.6259 0.370
H -5.3910 1.7112 -0.7002 0.031
H -2.6389 -4.8289 2.4097 0.560
```